DFT (ωB97M-V/def2-TZVPD) results for a 9-piece molecular cluster, C46H74FN3O26 overall at a distorted geometry.

```
150
Properties=species:S:1:pos:R:3:forces:R:3:mulliken_charge:R:1
C -7.8702 5.5198 0.5808 0.60 0.34 -0.79 -0.87
C -8.1605 5.0484 -0.9915 -0.35 -0.38 0.93 -0.40
C -7.8335 3.4285 -1.0594 -0.41 0.13 -0.42 -0.44
C -6.7869 3.0573 -2.3094 -1.54 0.17 -0.39 -0.56
C -6.4235 1.4607 -2.3908 0.18 0.23 0.45 -0.32
C -4.8172 1.1179 -2.4511 -0.29 0.27 0.32 -0.29
C -4.5839 -0.2345 -1.5348 0.53 0.22 0.35 -0.24
C -3.1987 -1.0637 -1.9202 0.19 1.30 0.21 -0.49
C -1.9881 -0.4743 -0.9409 -0.20 0.67 -0.63 -0.37
C -0.5393 -1.2071 -1.1676 -0.63 0.28 -0.63 -0.11
C -0.4023 -2.7007 -0.5064 0.94 0.15 1.35 -0.10
C -1.1235 -3.0478 0.9232 -4.40 0.41 2.90 0.03
O -2.2791 -2.6708 1.4747 6.93 -2.04 -3.89 -0.54
N -0.2529 -4.0541 1.7032 -0.57 0.87 -1.53 -0.57
C 1.1873 -3.5262 1.5580 -2.10 -0.26 -0.59 -0.09
C 1.1915 -2.3161 2.6684 1.25 0.12 0.85 -0.43
C 2.5281 -2.3939 3.6713 -0.75 -0.72 -1.38 -0.71
C 3.8028 -1.9376 2.7485 0.57 0.24 0.82 0.06
C 5.0101 -1.1699 3.6125 -1.65 -0.70 -0.32 0.21
N 6.1763 -1.0438 2.6569 0.25 2.24 1.81 -0.05
C 7.1519 0.0416 3.0517 6.19 -0.56 -2.16 0.29
C 6.7945 1.4763 3.7587 -0.52 -0.50 -0.08 -0.33
O 8.4620 -0.1702 2.7494 -7.85 1.10 1.68 -0.64
C 1.1565 -3.1152 -0.0627 -0.26 -0.17 0.98 0.40
F 1.2382 -4.4918 -0.6795 0.89 2.70 0.65 -0.45
N 2.2580 -2.1559 -0.4550 -0.61 -2.20 0.20 0.04
C 3.6128 -2.8207 -0.5569 1.13 1.14 -0.97 0.69
C 4.0334 -2.7507 -2.1726 0.80 -0.37 -0.03 -0.25
H -8.6568 5.0755 1.3356 1.61 0.81 -1.63 0.22
H -7.8582 6.7025 0.6708 -0.09 -2.50 -0.11 0.30
H -6.7816 5.1156 0.8321 -2.35 0.93 -0.30 0.20
H -9.3080 5.2380 -1.2467 2.55 -0.35 0.45 0.27
H -7.4950 5.6495 -1.7564 -1.28 -1.19 1.65 0.31
H -8.8806 2.8776 -1.1969 2.39 0.93 0.14 0.12
H -7.4236 3.0880 -0.0093 -0.57 0.59 -2.17 0.32
H -5.8653 3.7785 -2.2753 -1.60 -1.55 0.06 0.30
H -7.4009 3.3083 -3.3018 1.43 -0.29 2.08 0.21
H -6.8289 0.9721 -1.3890 0.72 0.88 -2.15 0.05
H -6.9738 0.9893 -3.3129 1.01 0.76 1.92 0.25
H -4.3995 0.9660 -3.5461 -1.07 0.20 2.13 0.33
H -4.2595 2.0765 -2.0170 -0.98 -2.29 -0.71 0.02
H -5.5446 -0.9365 -1.5761 2.11 1.52 -0.08 -0.07
H -4.4484 0.1567 -0.4160 -0.50 -0.99 -2.29 0.28
H -2.9019 -0.7446 -3.0310 -0.62 -0.99 2.31 0.28
H -3.3293 -2.2252 -1.8526 0.27 2.22 -0.02 0.24
H -2.3227 -0.3970 0.1958 0.79 -0.55 -2.46 0.31
H -1.8440 0.6582 -1.2905 -0.27 -2.37 0.73 0.10
H -0.3968 -1.3407 -2.3447 -0.21 0.29 2.57 0.19
H 0.2884 -0.4386 -0.8286 -1.47 -1.92 -0.43 -0.14
H -0.7469 -3.5640 -1.2282 0.60 1.87 1.38 0.39
H -0.4244 -4.9921 1.2528 0.51 1.26 0.50 0.39
H 1.9581 -4.3971 1.7419 -1.48 1.93 -0.33 0.48
H 1.2699 -1.2771 2.1326 -0.53 -1.81 1.01 -0.10
H 0.2442 -2.4008 3.3746 1.83 0.18 -1.95 0.35
H 2.3499 -1.7516 4.6330 0.47 -1.03 -1.92 0.27
H 2.5848 -3.5400 3.9935 0.21 2.56 -0.53 0.26
H 4.2416 -2.8863 2.1795 -0.89 2.14 1.25 0.16
H 3.4560 -1.1258 1.9458 0.70 -1.82 1.67 -0.07
H 4.5427 -0.1568 3.9652 1.00 -1.65 -0.70 -0.26
H 5.2952 -1.7670 4.6033 -0.42 1.10 -2.28 0.19
H 5.8608 -0.9655 1.6597 0.58 0.19 1.20 0.18
H 7.7356 2.1820 3.7777 -1.72 -1.90 -0.03 0.32
H 6.4098 1.2440 4.8474 0.95 0.59 -2.24 0.11
H 5.9287 2.0621 3.1856 2.01 -1.68 1.18 0.03
H 2.2696 -1.2864 0.1220 -0.24 -1.42 -0.48 0.22
H 4.3799 -2.1192 0.0181 -1.65 -1.85 -1.31 -0.72
H 3.6684 -3.9070 -0.1209 -0.34 2.09 -0.91 0.42
H 4.7990 -1.8500 -2.3333 -1.87 -2.30 0.30 -0.07
H 3.1177 -2.5660 -2.8777 1.55 -0.34 1.84 -0.28
H 4.5283 -3.7696 -2.5301 -0.86 2.13 0.80 0.31
C -7.6133 -3.2939 1.5326 -0.09 -0.34 1.14 -0.42
C -6.3505 -3.3723 0.7375 1.15 -0.17 0.46 -0.25
O -6.8062 -3.3341 -0.6015 -1.09 0.39 -0.25 -0.32
C -8.0290 -2.7274 -0.5875 -1.01 0.66 -2.26 0.69
O -8.6353 -2.3765 -1.5860 1.26 -0.75 2.30 -0.57
O -8.4841 -2.5638 0.6891 0.22 -0.04 -0.94 -0.22
H -7.4736 -2.7771 2.4861 -0.16 0.01 -0.21 0.33
H -8.0497 -4.2800 1.7227 0.03 0.08 -0.03 0.29
H -5.6927 -2.5142 0.9118 -0.04 -0.09 -0.02 0.19
H -5.7930 -4.2927 0.9315 -0.07 0.16 -0.21 0.31
C 8.8993 -4.1069 5.0441 1.08 0.50 -0.17 -0.36
C 7.9170 -4.4210 3.9627 0.08 0.41 -1.17 0.16
O 7.0262 -5.3272 4.5853 -0.10 -0.13 1.08 -0.33
C 7.1063 -5.1022 5.9294 -1.54 -1.02 1.66 0.67
O 6.3516 -5.5880 6.7552 1.65 1.10 -1.82 -0.56
O 8.1401 -4.2622 6.2283 -0.89 -0.55 0.02 -0.32
H 9.2929 -3.0898 4.9666 -0.12 -0.15 0.16 0.31
H 9.7367 -4.8121 5.0661 -0.08 0.03 0.01 0.27
H 7.3550 -3.5385 3.6392 0.08 -0.02 0.00 -0.16
H 8.3907 -4.8800 3.0907 -0.21 -0.04 0.16 0.31
C 3.5584 2.3081 6.1710 0.20 -0.22 1.18 -0.42
C 2.2048 2.6647 5.6480 -1.04 -0.09 0.67 -0.33
O 2.4887 3.2964 4.4141 0.98 -0.15 -0.62 -0.33
C 3.7103 2.8424 4.0076 0.73 0.46 -1.93 0.73
O 4.1899 3.0489 2.9053 -1.26 -0.35 2.24 -0.62
O 4.3242 2.1268 4.9947 -0.72 0.58 -0.80 -0.28
H 3.5457 1.3935 6.7702 0.15 0.10 -0.21 0.33
H 4.0043 3.1149 6.7622 -0.04 -0.07 -0.08 0.30
H 1.5839 1.7826 5.4592 0.06 0.07 0.01 0.24
H 1.6659 3.3423 6.3159 0.06 -0.02 -0.28 0.34
C -10.7976 -0.5337 0.8313 0.75 -0.68 -0.57 -0.02
C -12.1594 -0.9229 1.3078 -0.56 -0.90 -0.31 -0.34
O -12.4217 0.0089 2.3397 0.46 0.81 0.11 -0.33
C -11.6436 1.1033 2.0935 -0.08 2.25 1.11 0.59
O -11.7399 2.1644 2.6872 0.20 -2.37 -1.29 -0.57
O -10.7450 0.8555 1.0963 -0.75 0.52 0.74 -0.28
H -10.6576 -0.7305 -0.2352 0.12 0.15 0.18 0.31
H -10.0000 -1.0311 1.3929 -0.21 0.14 -0.13 0.08
H -12.9220 -0.8129 0.5295 0.06 0.00 0.06 0.25
H -12.1890 -1.9461 1.6922 -0.08 0.24 0.07 0.29
C 7.8586 1.2126 -2.4109 1.11 0.41 -0.18 -0.37
C 6.8763 0.8985 -3.4923 0.16 0.50 -1.18 -0.31
O 5.9856 -0.0076 -2.8697 -0.13 -0.07 1.25 -0.28
C 6.0657 0.2174 -1.5256 -0.94 -0.50 1.29 0.40
O 5.3109 -0.2685 -0.6998 1.56 1.14 -1.45 -0.49
O 7.0994 1.0573 -1.2266 -1.14 -0.74 0.05 -0.31
H 8.2523 2.2298 -2.4884 -0.12 -0.17 0.20 0.31
H 8.6961 0.5074 -2.3888 -0.08 0.06 0.03 0.26
H 6.3143 1.7810 -3.8158 0.02 -0.15 0.01 0.19
H 7.3500 0.4395 -4.3643 -0.24 -0.04 0.15 0.35
C 0.1190 4.2880 0.7777 0.91 0.68 0.22 -0.30
C -0.0183 2.8128 0.9723 0.77 -0.75 0.32 -0.09
O -1.4179 2.6085 0.9351 -0.54 0.64 -0.35 -0.25
C -1.9531 3.6528 0.2374 -2.54 0.17 -0.85 0.66
O -3.1140 3.7115 -0.1319 2.66 -0.16 0.85 -0.59
O -1.0196 4.6217 0.0063 -0.75 -0.63 -0.01 -0.32
H 1.0377 4.5545 0.2480 -0.26 0.06 0.00 0.32
H 0.0799 4.8400 1.7226 0.01 -0.07 -0.07 0.23
H 0.4445 2.2394 0.1622 -0.03 0.05 0.03 0.08
H 0.3973 2.4785 1.9268 -0.20 -0.02 -0.13 0.25
C 2.8558 -1.6650 -5.5212 -0.87 -0.83 0.26 -0.13
C 3.9396 -1.8919 -6.5246 0.23 -1.08 -0.46 -0.46
O 4.3445 -0.5805 -6.8684 -0.16 1.02 0.67 -0.33
C 4.0034 0.2274 -5.8222 0.50 1.61 0.31 0.59
O 4.3548 1.3896 -5.7064 -0.42 -2.43 -0.16 -0.63
O 3.2190 -0.4351 -4.9226 0.78 0.89 -0.60 -0.07
H 2.8077 -2.4610 -4.7730 0.01 0.31 -0.11 0.29
H 1.8710 -1.5542 -5.9870 0.09 0.02 0.03 0.28
H 4.7962 -2.4269 -6.1011 -0.07 0.07 -0.01 0.27
H 3.5839 -2.4319 -7.4064 0.15 0.24 0.06 0.33
C 2.4023 4.8071 -6.1652 0.85 0.61 0.21 -0.31
C 2.2651 3.3319 -5.9707 0.80 -0.65 0.33 0.02
O 0.8654 3.1276 -6.0079 -0.68 0.75 -0.41 -0.27
C 0.3303 4.1719 -6.7055 -2.54 0.07 -0.77 0.58
O -0.8307 4.2306 -7.0749 2.66 -0.13 0.82 -0.57
O 1.2637 5.1408 -6.9366 -0.74 -0.56 -0.03 -0.31
H 3.3211 5.0735 -6.6949 -0.26 0.05 -0.01 0.29
H 2.3633 5.3590 -5.2203 -0.01 -0.04 -0.06 0.26
H 2.7279 2.7584 -6.7808 -0.07 0.14 0.15 0.12
H 2.6807 2.9976 -5.0161 -0.23 -0.06 -0.26 0.20
```
Positions in Å, forces in eV/Å.

Its strongest force on any atom is 8.2 eV Å⁻¹. As for the highest occupied orbital energy: -9.021 eV. As for the SMILES: CCCCCCCCCC[C@@H]1C(=O)N[C@H](CCCCNC(C)=O)[C@]1(F)NCC.O=C1OCCO1.O=C1OCCO1.O=C1OCCO1.O=C1OCCO1.O=C1OCCO1.O=C1OCCO1.O=C1OCCO1.O=C1OCCO1.